# 1
ORCA calculation (the ωB97M-V functional and the def2-TZVPD basis) on a structure of composition C4H11ClI2O2PSc.

CARTESIAN COORDINATES (ANGSTROEM)
I1 1.151 1.971 -1.509
I2 -0.983 -2.172 1.339
Sc1 0.000 0.000 0.000
P1 -1.890 -0.004 -1.451
C1 -1.704 -1.077 -2.917
C2 -3.448 -0.540 -0.670
H1 -2.331 2.351 -1.300
H2 -3.318 1.583 -2.587
H3 -1.582 1.946 -2.858
C3 -2.327 1.633 -2.124
H4 -3.564 0.006 0.270
H5 -4.285 -0.319 -1.340
H6 -2.598 -1.038 -3.546
H7 -1.535 -2.107 -2.588
H8 -3.410 -1.608 -0.450
H9 -0.837 -0.743 -3.494
C4 0.992 -1.198 -1.002
O1 1.611 -1.946 -1.627
Cl1 -1.296 1.552 1.311
O2 1.587 0.077 1.316
H10 1.198 -0.121 2.205
H11 1.836 1.034 1.369

The HOMO-LUMO gap (alpha / beta) comes out at 0.1999 / 0.1988 Ha. The net charge is +2.



# 2
ORCA calculation (the ωB97M-V functional and the def2-TZVPD basis) on a cluster of 2 separate species, C4H11ClN2O in total.

CARTESIAN COORDINATES (ANGSTROEM)
C1 1.532 0.166 -1.184
C2 0.911 1.341 0.954
C3 0.565 0.943 -0.411
C4 -0.865 -0.873 0.236
N1 -0.983 -1.662 -0.938
N2 -0.649 -1.420 1.454
O1 -0.272 1.712 -1.062
Cl1 -2.498 0.418 0.251
H1 0.918 -0.649 -1.683
H2 2.269 -0.269 -0.425
H3 1.886 0.824 -1.989
H4 1.460 2.223 0.845
H5 1.528 0.541 1.431
H6 -0.076 1.697 1.510
H7 -1.322 -2.528 -0.809
H8 -1.259 -1.004 -1.636
H9 -1.187 -2.255 1.910
H10 -0.803 -0.795 2.270
H11 -1.156 1.592 -0.723

The HOMO-LUMO gap (alpha / beta) comes out at 0.2950 / 0.2950 Ha.



# 3
ORCA calculation (the ωB97M-V functional and the def2-TZVPD basis) on the ion C4H11ClNO with charge +1.

CARTESIAN COORDINATES (ANGSTROEM)
C1 1.941 -1.086 0.137
C2 -2.889 0.479 -0.097
C3 0.820 -0.037 0.538
C4 -0.705 -0.459 -0.375
N1 0.935 1.356 0.000
O1 -1.526 0.638 -0.069
Cl1 -0.202 -0.470 -2.121
H1 2.060 -1.260 -1.021
H2 2.858 -0.905 0.652
H3 1.640 -2.151 0.528
H4 -3.161 -0.329 0.554
H5 -3.222 0.214 -1.166
H6 -3.266 1.546 0.255
H7 0.626 -0.026 1.678
H8 -0.917 -1.490 0.098
H9 1.456 1.854 0.672
H10 -0.065 1.706 -0.229
H11 1.290 1.331 -0.963

Its structure (SMILES) is CO[C@@H](Cl)[C@@H](C)[NH3+]. The HOMO-LUMO gap comes out at 0.4211 Ha. The net charge is +1.



Number 1: maximum force 15.14 eV/Å. Number 2: maximum force 5.85 eV/Å. Number 3: maximum force 4.25 eV/Å.